Entry 1:
Formula: C4H10N4
Source: the Open Molecules 2025 dataset
Level of theory: wB97M-V/def2-TZVPD

Calculated values
Gap between HOMO and LUMO (spin up / spin down): 7.02 / 6.98 eV
Net charge: 0
Largest force on an atom: 3.21 eV/Å
LUMO (spin up / spin down): 0.70 / 0.56 eV
HOMO energy (spin up / spin down): -6.3 / -6.4 eV
Energy relative to the best compared isomer or geometry (same formula, charge and spin): 91.1 kcal/mol

Last column: natural (NBO) charge in e.
CARTESIAN COORDINATES (ANGSTROEM)
H -1.92472 -1.70358 0.99713  0.35
N -1.28225 -1.45050 -0.88241  -0.27
H 0.59654 0.88468 -2.01419  0.23
H 2.13483 -1.67860 1.10136  0.37
H -0.52936 0.93189 1.94177  0.38
H 0.61900 -2.17139 -1.33399  0.18
N -2.05688 -1.06739 0.20926  -0.68
H 2.39080 -0.00826 1.14392  0.38
H -0.40825 2.35866 1.09177  0.37
H 0.97972 2.31767 -1.05498  0.21
H -0.70992 1.93803 -1.42948  0.21
H -3.04115 -1.13616 -0.05039  0.36
N 0.01936 1.45462 1.25916  -0.81
C 0.25736 1.50023 -1.17738  -0.66
C 0.02760 -1.51872 -0.68011  -0.03
C 0.72681 -0.55255 0.15334  -0.01
C 0.17940 0.69945 0.10345  0.21
N 2.02110 -0.79807 0.62177  -0.80

Entry 2:
Formula: C3H9N3O2
Source: the Open Molecules 2025 dataset
Level of theory: wB97M-V/def2-TZVPD

Calculated values
Gap between HOMO and LUMO: 9.10 eV
Net charge: 0
Largest force on an atom: 7.19 eV/Å
LUMO: 0.31 eV
HOMO energy: -8.8 eV
Energy relative to the best compared isomer or geometry (same formula, charge and spin): 200.4 kcal/mol

Last column: natural (NBO) charge in e.
CARTESIAN COORDINATES (ANGSTROEM)
N 0.46657 -1.52228 -0.45037  -0.49
H 0.12363 2.97372 -0.15228  0.49
H 2.15455 -2.53930 0.70658  0.20
H 1.34526 -0.83321 1.30144  0.22
N 0.56598 -0.23402 -0.91630  -0.32
C 1.84240 -1.43657 0.52005  -0.44
C -1.50564 -0.25905 0.41773  -0.21
H 0.75943 -2.26079 -1.13979  0.36
O -0.90293 2.65376 -0.04000  -0.56
H 2.63945 -0.87374 0.05291  0.20
H -0.05446 1.92746 -1.74089  0.36
O -1.32928 0.61730 1.62233  -0.76
H -0.90768 -1.28712 0.59818  0.26
H -1.21102 1.55290 0.94019  0.48
C -0.55109 0.29580 -0.62405  0.35
N -0.78084 1.62131 -1.13432  -0.34
H -2.65435 -0.39617 0.03858  0.19

no.,electronic energy (eV)
1,-10266.8999
2,-11815.3703